[1]
{
  "formula": "C3H7ClOS",
  "method": "wB97M-V/def2-TZVPD",
  "homo_lumo_gap_ev": [7.04, 9.22],
  "relative_energy_kcal_mol": 101.0,
  "elements": ["C", "C", "C", "O", "S", "Cl", "H", "H", "H", "H", "H", "H", "H"],
  "xyz": [[-1.3151, -0.5155, -0.6475], [-2.5474, -0.8311, 0.0814], [3.1333, 1.6388, -0.0115], [-0.1553, -0.0825, 1.5858], [0.1329, -0.0424, 0.1657], [1.3074, -1.8486, -0.2793], [-1.3060, -0.4243, -1.7200], [-2.9626, -1.7820, -0.2609], [-2.3293, -0.8887, 1.1475], [-3.3223, -0.0748, -0.0810], [3.4380, 0.8648, -0.6825], [3.7647, 1.9145, 0.8058], [2.1615, 2.0720, -0.1035]],
  "atomic_forces_ev_per_a": [[0.196, 0.252, -0.079], [-0.058, -0.149, 0.363], [0.030, -0.025, 0.053], [-0.008, 0.146, 0.506], [-0.027, -0.490, -0.477], [-0.259, 0.280, -0.045], [0.185, -0.036, -0.247], [0.005, -0.036, -0.007], [-0.150, -0.041, 0.010], [0.058, 0.025, -0.031], [0.095, -0.244, -0.235], [0.197, 0.104, 0.239], [-0.264, 0.214, -0.052]]
}

[2]
{
  "formula": "CH6O2Si2",
  "method": "wB97M-V/def2-TZVPD",
  "smiles": "O=C([SiH3])O[SiH3]",
  "homo_lumo_gap_ev": 9.62,
  "relative_energy_kcal_mol": 86.1,
  "elements": ["O", "C", "Si", "O", "Si", "H", "H", "H", "H", "H", "H"],
  "xyz": [[2.2113, 0.0242, -0.2834], [1.0143, 0.0640, -0.3900], [-0.1332, 1.9621, -1.1137], [0.1299, -0.8205, -0.0004], [-0.5770, -1.7352, 1.2036], [0.9404, 2.0909, -2.1662], [-1.5470, 1.8979, -1.5521], [0.2335, 2.9119, -0.0966], [0.3264, -2.8956, 1.8541], [-1.4561, -2.6387, 0.3529], [-1.1426, -0.8610, 2.1919]],
  "atomic_forces_ev_per_a": [[-1.392, -0.283, -0.200], [-0.317, 3.402, -0.307], [3.046, -2.569, -0.382], [-0.508, -1.345, 0.602], [1.287, -2.935, -0.966], [-0.900, 0.391, -0.063], [0.220, -0.092, 0.166], [-0.309, 0.525, 0.578], [-0.693, 1.698, -0.480], [-0.061, 0.829, 0.652], [-0.374, 0.380, 0.400]]
}

[3]
{
  "formula": "C19H19F3N6O4S3",
  "method": "wB97M-V/def2-TZVPD",
  "smiles": "Cc1nnc(SCC2=C(C(=O)O)N3C(=O)[C@H](NC(=O)[C@H](C)n4nc(C(F)(F)F)cc4C)[C@@H]3SC2)s1",
  "homo_lumo_gap_ev": 8.98,
  "relative_energy_kcal_mol": 1.3,
  "elements": ["C", "C", "N", "N", "C", "S", "C", "C", "C", "C", "O", "O", "N", "C", "O", "C", "N", "C", "O", "C", "C", "N", "N", "C", "C", "F", "F", "F", "C", "C", "C", "C", "S", "C", "S", "H", "H", "H", "H", "H", "H", "H", "H", "H", "H", "H", "H", "H", "H", "H", "H", "H", "H", "H"],
  "xyz": [[5.8301, 2.9048, -2.0927], [5.1559, 1.6714, -1.6407], [3.9489, 1.3487, -1.9213], [3.5453, 0.1908, -1.4137], [4.4501, -0.4098, -0.7157], [4.2641, -1.9034, 0.1248], [2.5087, -2.3214, -0.2227], [1.5699, -1.1676, -0.0838], [1.5153, -0.4276, 1.0405], [2.2653, -0.7521, 2.2883], [2.5064, -1.8639, 2.6773], [2.6411, 0.3531, 2.9283], [0.7256, 0.7103, 1.1057], [-0.0489, 1.3014, 2.0731], [-0.0972, 1.1873, 3.2595], [-0.8224, 2.1024, 1.0054], [-2.2149, 1.7919, 0.9560], [-3.1271, 2.6196, 0.4102], [-2.9162, 3.7595, 0.0684], [-4.5223, 1.9660, 0.2912], [-5.1443, 1.7997, 1.6766], [-4.4037, 0.6913, -0.3749], [-3.7942, -0.3108, 0.2474], [-3.7269, -1.3004, -0.6306], [-3.0612, -2.5845, -0.2897], [-2.2817, -2.4951, 0.7938], [-3.9349, -3.5822, -0.0541], [-2.2710, -3.0209, -1.2913], [-4.3122, -0.9276, -1.8459], [-4.7318, 0.3741, -1.6472], [-5.4010, 1.3127, -2.5801], [0.0791, 1.3516, -0.0102], [-0.7455, 0.1042, -1.0485], [0.7635, -0.8774, -1.3131], [5.9689, 0.4683, -0.6324], [5.1408, 3.4870, -2.6980], [6.7118, 2.6573, -2.6819], [6.1508, 3.4953, -1.2358], [2.2962, -3.1021, 0.5090], [2.4745, -2.7315, -1.2307], [3.0548, 0.1319, 3.7776], [-0.7006, 3.1876, 1.0171], [-2.4889, 0.8192, 1.0926], [-5.1401, 2.6249, -0.3240], [-4.5609, 1.1016, 2.2699], [-5.1713, 2.7608, 2.1822], [-6.1594, 1.4192, 1.5877], [-4.4016, -1.5205, -2.7313], [-5.5415, 0.8270, -3.5411], [-4.7940, 2.2056, -2.7252], [-6.3755, 1.6156, -2.1978], [0.7533, 1.9449, -0.6312], [0.4029, -1.8109, -1.7475], [1.3824, -0.3562, -2.0475]],
  "atomic_forces_ev_per_a": [[0.178, 0.167, -0.026], [0.536, -0.492, 0.506], [0.076, 1.423, -0.805], [-0.252, -1.251, 0.436], [0.614, 0.210, -0.004], [0.004, -0.458, 0.163], [0.613, 0.061, -0.010], [-0.189, 0.329, 0.665], [-0.114, -0.580, -0.252], [0.101, -0.310, 0.087], [-0.082, -0.110, 0.030], [0.191, 0.517, 0.094], [0.412, 0.161, -0.182], [-0.195, 0.219, 0.226], [-0.166, -0.088, 0.225], [-0.169, 0.361, -0.165], [0.318, -0.282, 0.314], [-0.429, -0.285, -0.029], [0.035, 0.459, -0.157], [0.073, 0.544, 0.446], [-0.033, 0.007, -0.154], [-0.202, -0.419, -0.502], [0.128, -0.857, 0.421], [-0.296, 0.653, 0.046], [0.375, -0.496, 0.409], [-0.096, 0.194, 0.080], [-0.217, 0.102, -0.051], [-0.025, 0.155, -0.294], [-0.006, 0.166, 0.196], [0.054, -0.408, -0.298], [-0.001, 0.115, 0.048], [-0.023, -0.222, -0.721], [0.083, 0.163, 0.121], [-0.419, 0.448, -0.114], [-0.890, 0.118, -0.388], [-0.016, 0.011, -0.011], [0.045, 0.074, -0.059], [0.026, 0.098, -0.015], [0.025, -0.012, -0.093], [-0.103, 0.002, 0.046], [-0.110, -0.226, -0.186], [0.099, -0.162, 0.024], [0.029, 0.179, -0.010], [0.205, -0.135, 0.028], [0.006, -0.015, 0.059], [0.005, 0.090, 0.043], [-0.073, -0.033, 0.002], [-0.057, -0.071, -0.260], [-0.020, 0.012, -0.043], [-0.026, 0.082, -0.074], [-0.061, 0.051, -0.047], [-0.023, 0.048, 0.151], [0.046, -0.039, -0.003], [0.015, -0.272, 0.087]]
}

[4]
{
  "formula": "C16H17CuN5O2S",
  "method": "wB97M-V/def2-TZVPD",
  "homo_lumo_gap_ev": 7.01,
  "charge": -1,
  "relative_energy_kcal_mol": 0.0,
  "elements": ["Cu", "N", "C", "S", "N", "N", "C", "C", "C", "C", "C", "C", "C", "C", "C", "C", "C", "C", "N", "H", "H", "H", "H", "H", "H", "H", "H", "H", "H", "H", "N", "C", "C", "C", "O", "O", "H", "H", "H", "H", "H", "H"],
  "xyz": [[2.0930, -0.0455, -1.0534], [4.1913, -1.2523, 2.6019], [3.2818, -1.1122, 1.5289], [3.9478, -1.0311, -0.0431], [2.0285, -0.9398, 1.9493], [1.2051, -0.5312, 0.9019], [-0.0740, -0.4449, 1.0157], [-0.8346, -0.9278, 2.1597], [-2.1042, -0.4036, 2.3540], [-2.9439, -0.8940, 3.3856], [-2.4107, -1.9305, 4.1863], [-1.1691, -2.3967, 3.9689], [-0.3401, -1.8998, 2.9627], [-0.9423, 0.1340, -0.0442], [-1.7655, -0.7355, -0.8544], [-2.7941, -0.2285, -1.5579], [-2.8453, 1.1477, -1.6726], [-1.9034, 1.9265, -1.0430], [-0.9718, 1.4507, -0.2104], [5.1459, -0.9647, 2.4353], [3.8026, -0.9680, 3.4827], [-2.4605, 0.3602, 1.7238], [-3.8754, -0.4236, 3.5978], [-3.1019, -2.3585, 4.9284], [-0.7228, -3.2039, 4.4683], [0.6281, -2.2838, 2.8501], [-1.3727, -1.8089, -0.8117], [-3.4799, -0.8522, -2.0901], [-3.6880, 1.6288, -2.2470], [-1.9076, 2.9538, -1.1722], [2.2846, 1.8714, -1.9283], [1.2899, 2.3597, -2.9444], [1.1162, 1.3403, -4.0005], [0.2507, 0.1154, -3.5122], [-0.8771, 0.0675, -4.0328], [0.8066, -0.6739, -2.6920], [2.3800, 2.5412, -1.2128], [3.2197, 1.8236, -2.3833], [1.6947, 3.2626, -3.3419], [0.3786, 2.5854, -2.4052], [2.0981, 0.9910, -4.2767], [0.7414, 1.7510, -4.9711]],
  "atomic_forces_ev_per_a": [[-0.168, -0.322, 0.026], [-0.506, -0.390, -0.720], [0.230, 0.997, 1.280], [-0.012, -0.123, -0.093], [0.109, 0.156, -1.349], [0.094, 0.442, -0.700], [1.009, -0.290, 0.383], [-0.107, 0.887, -0.870], [-1.455, -1.108, 2.097], [2.640, -0.117, -0.724], [-3.014, 0.930, 0.283], [1.770, -0.197, -1.079], [-1.475, -0.547, 1.499], [-0.268, -0.115, -2.176], [3.047, -1.592, 2.465], [-0.014, 0.177, -0.672], [-1.650, 1.154, -0.482], [-0.251, -1.578, 0.091], [0.044, -0.424, 0.513], [-0.346, -0.114, -0.226], [-0.088, 0.087, 0.162], [-0.368, 0.827, -0.617], [-0.656, 0.026, 0.014], [0.643, 0.070, -0.119], [0.028, -1.052, 1.205], [0.951, -0.402, -0.259], [-1.349, 1.402, -0.217], [-0.211, -0.280, -0.309], [1.183, -0.498, 0.571], [-0.006, 1.972, -0.266], [0.525, -0.711, -1.538], [0.866, -0.074, 1.389], [-0.524, -0.949, -1.192], [0.324, 0.751, -0.969], [0.126, -0.492, 0.492], [-0.370, 0.184, 0.056], [0.029, 0.909, 1.101], [-0.933, -0.029, 0.380], [0.049, 1.003, -0.535], [-0.275, 0.000, 0.032], [0.657, -0.412, 0.051], [-0.282, -0.157, 1.024]]
}

[5]
{
  "formula": "C57H51AuOP4Si",
  "method": "wB97M-V/def2-TZVPD",
  "s_squared": 2.01,
  "homo_lumo_gap_ev": [6.81, 6.26],
  "multiplicity": 3,
  "charge": 2,
  "elements": ["Au", "C", "C", "C", "C", "C", "C", "P", "C", "C", "C", "C", "C", "C", "C", "C", "C", "C", "C", "C", "Si", "C", "C", "C", "C", "C", "C", "P", "C", "C", "C", "C", "C", "C", "C", "C", "C", "C", "C", "C", "C", "C", "C", "C", "C", "C", "P", "C", "C", "C", "C", "C", "C", "C", "C", "C", "C", "C", "C", "H", "H", "H", "H", "H", "H", "H", "H", "H", "H", "H", "H", "H", "H", "H", "H", "H", "H", "H", "H", "H", "H", "H", "H", "H", "H", "H", "H", "H", "H", "H", "H", "H", "H", "H", "H", "H", "H", "H", "H", "H", "H", "C", "P", "C", "C", "O", "H", "H", "H", "H", "H", "H", "H", "H", "H"],
  "xyz": [[0.1673, -0.3625, -0.0656], [-4.5982, -3.0406, -2.7951], [-3.2844, -3.4924, -2.8393], [-2.2436, -2.6134, -2.5989], [-2.5088, -1.2733, -2.3041], [-3.8254, -0.8316, -2.2374], [-4.8663, -1.7158, -2.4911], [-1.0845, -0.1902, -2.0437], [-0.0299, -0.5807, -3.4741], [1.0610, -1.4224, -3.2614], [1.7936, -1.9085, -4.3346], [1.4592, -1.5366, -5.6285], [0.3898, -0.6768, -5.8470], [-0.3624, -0.2130, -4.7774], [-1.6953, 1.5445, -2.0595], [-2.4681, 1.9766, -3.1372], [-2.9172, 3.2871, -3.2143], [-2.6203, 4.1789, -2.1955], [-1.8882, 3.7480, -1.0975], [-1.4076, 2.4403, -1.0037], [-0.4604, 1.8770, 0.5185], [1.1408, 2.7037, 1.0310], [1.3124, 4.0841, 1.1348], [2.4755, 4.6260, 1.6677], [3.4815, 3.7902, 2.1323], [3.3303, 2.4134, 2.0458], [2.1848, 1.8671, 1.4713], [2.0146, 0.0466, 1.3932], [3.4127, -0.6812, 0.4977], [4.4806, 0.0628, 0.0111], [5.4747, -0.5532, -0.7380], [5.4067, -1.9128, -1.0033], [4.3377, -2.6612, -0.5246], [3.3390, -2.0479, 0.2137], [2.1302, -0.4482, 3.1279], [2.9628, -1.4813, 3.5479], [3.0592, -1.7856, 4.8996], [2.3339, -1.0601, 5.8323], [1.5101, -0.0200, 5.4164], [1.4078, 0.2875, 4.0705], [-1.4691, 1.7033, 2.1030], [-1.7085, 2.8103, 2.9236], [-2.3657, 2.6813, 4.1378], [-2.8177, 1.4355, 4.5556], [-2.6022, 0.3229, 3.7601], [-1.9047, 0.4490, 2.5573], [-1.6970, -1.0167, 1.5115], [-0.9187, -2.4088, 2.3496], [-0.4630, -3.4548, 1.5387], [0.1566, -4.5541, 2.1073], [0.3398, -4.6107, 3.4847], [-0.0992, -3.5709, 4.2891], [-0.7242, -2.4662, 3.7260], [-3.3885, -1.4654, 1.0988], [-4.3361, -0.4403, 0.9962], [-5.6715, -0.7484, 0.8095], [-6.0691, -2.0758, 0.7045], [-5.1282, -3.0939, 0.7706], [-3.7885, -2.7953, 0.9654], [-5.4122, -3.7239, -3.0013], [-3.0719, -4.5263, -3.0785], [-1.2202, -2.9663, -2.6672], [-4.0504, 0.1990, -1.9958], [-5.8885, -1.3626, -2.4544], [1.3479, -1.6956, -2.2507], [2.6331, -2.5690, -4.1562], [2.0290, -1.9152, -6.4675], [0.1269, -0.3811, -6.8544], [-1.2060, 0.4324, -4.9779], [-2.7515, 1.2838, -3.9188], [-3.5081, 3.6038, -4.0640], [-2.9747, 5.2004, -2.2448], [-1.6981, 4.4529, -0.2940], [0.5312, 4.7586, 0.7981], [2.5879, 5.7005, 1.7399], [4.3784, 4.2085, 2.5701], [4.1099, 1.7664, 2.4322], [4.5378, 1.1214, 0.2134], [6.3095, 0.0299, -1.1073], [6.1864, -2.3924, -1.5814], [4.2796, -3.7217, -0.7332], [2.4928, -2.6323, 0.5631], [3.5555, -2.0384, 2.8357], [3.7196, -2.5798, 5.2230], [2.4251, -1.2897, 6.8868], [0.9619, 0.5643, 6.1451], [0.7872, 1.1224, 3.7613], [-1.3657, 3.7939, 2.6188], [-2.5353, 3.5538, 4.7560], [-3.3454, 1.3338, 5.4952], [-2.9898, -0.6402, 4.0720], [-0.5923, -3.4071, 0.4617], [0.4940, -5.3689, 1.4791], [0.8267, -5.4696, 3.9289], [0.0413, -3.6137, 5.3610], [-1.0548, -1.6622, 4.3660], [-4.0363, 0.5969, 1.0942], [-6.4042, 0.0467, 0.7552], [-7.1167, -2.3165, 0.5749], [-5.4393, -4.1274, 0.6875], [-3.0711, -3.6008, 1.0467], [3.1182, 1.4398, -3.9619], [2.2913, 2.2766, -2.6094], [1.1277, 3.4183, -3.3663], [3.5411, 3.3146, -1.8438], [1.6302, 1.3346, -1.6352], [3.7256, 2.1412, -4.5360], [2.3818, 0.9815, -4.6202], [3.7584, 0.6565, -3.5529], [1.5925, 3.9575, -4.1938], [0.7765, 4.1374, -2.6251], [0.2715, 2.8580, -3.7424], [3.1074, 3.8610, -1.0081], [3.9328, 4.0252, -2.5744], [4.3651, 2.7040, -1.4783]],
  "atomic_forces_ev_per_a": [[-0.289, -0.221, 0.349], [-0.020, -0.014, -0.001], [0.000, -0.002, -0.003], [0.008, -0.035, -0.010], [-0.010, 0.012, -0.001], [-0.049, -0.001, 0.026], [0.013, 0.008, -0.003], [0.033, 0.132, -0.076], [0.006, 0.022, -0.019], [0.041, 0.035, -0.028], [0.033, 0.026, 0.026], [-0.014, 0.002, -0.026], [-0.008, -0.025, 0.016], [0.031, 0.041, 0.012], [0.033, -0.020, 0.024], [-0.001, 0.005, -0.014], [0.012, 0.014, 0.010], [-0.006, -0.023, -0.010], [-0.012, -0.005, 0.004], [-0.035, -0.026, -0.054], [0.073, 0.023, -0.069], [0.079, -0.037, -0.024], [-0.004, 0.019, -0.014], [-0.003, -0.023, 0.018], [-0.015, 0.014, 0.001], [0.016, 0.021, -0.015], [-0.097, 0.012, 0.003], [0.080, 0.076, -0.241], [-0.014, 0.017, -0.003], [0.032, -0.025, 0.014], [0.015, 0.018, 0.015], [0.003, -0.016, -0.003], [-0.003, 0.000, -0.010], [-0.005, 0.006, -0.031], [0.037, -0.009, 0.003], [-0.044, -0.049, 0.042], [-0.003, -0.005, -0.013], [-0.012, 0.009, 0.014], [-0.026, -0.022, 0.024], [-0.056, 0.020, 0.007], [0.011, 0.024, 0.053], [-0.006, 0.017, 0.009], [-0.007, 0.002, -0.018], [-0.006, 0.003, 0.004], [-0.026, -0.002, 0.031], [0.055, 0.012, -0.028], [0.161, 0.036, 0.020], [0.052, 0.005, -0.008], [-0.005, 0.009, 0.018], [0.001, -0.025, 0.016], [0.010, -0.034, -0.010], [0.010, 0.044, -0.005], [-0.021, -0.046, 0.031], [0.013, 0.030, -0.047], [-0.016, 0.035, 0.000], [-0.009, -0.010, -0.015], [-0.028, 0.021, 0.007], [0.031, -0.008, 0.000], [-0.029, -0.039, -0.038], [0.016, 0.011, 0.003], [-0.004, 0.014, 0.000], [-0.015, 0.013, 0.009], [0.010, -0.003, -0.001], [0.010, -0.004, 0.004], [-0.017, 0.000, -0.002], [-0.022, 0.010, -0.005], [-0.009, 0.016, 0.018], [0.001, -0.008, 0.013], [-0.006, -0.011, 0.007], [0.009, -0.002, -0.002], [0.005, -0.004, 0.017], [0.005, -0.011, -0.001], [-0.002, -0.026, -0.019], [0.011, -0.029, 0.019], [0.003, -0.018, -0.008], [-0.013, -0.011, -0.005], [-0.012, -0.002, 0.011], [0.022, 0.054, -0.016], [-0.031, -0.013, 0.010], [-0.016, 0.016, 0.010], [0.008, 0.007, 0.010], [-0.005, 0.015, 0.021], [0.002, -0.010, -0.030], [-0.015, 0.007, -0.007], [-0.006, 0.005, -0.034], [0.009, -0.016, -0.022], [0.000, -0.034, -0.014], [-0.009, -0.028, 0.004], [0.004, -0.017, -0.010], [0.008, -0.002, -0.020], [-0.006, 0.025, -0.016], [-0.003, 0.018, 0.005], [0.000, 0.026, 0.016], [-0.017, 0.018, -0.009], [0.015, 0.002, -0.009], [0.038, 0.047, 0.021], [-0.004, -0.031, 0.001], [0.012, -0.019, 0.006], [0.023, 0.002, -0.004], [0.011, 0.023, 0.005], [0.022, 0.006, 0.008], [0.058, -0.059, 0.006], [-0.104, -0.092, 0.185], [-0.017, 0.048, -0.049], [0.082, 0.040, -0.065], [0.049, 0.095, -0.104], [-0.020, -0.005, 0.007], [-0.043, -0.044, -0.021], [0.008, 0.014, -0.008], [0.001, -0.002, 0.040], [-0.009, -0.025, 0.012], [-0.015, -0.021, -0.024], [-0.037, 0.011, 0.047], [-0.007, 0.002, 0.035], [0.014, -0.047, 0.000]]
}

[6]
{
  "formula": "C2H5N3O",
  "method": "wB97M-V/def2-TZVPD",
  "homo_lumo_gap_ev": 10.14,
  "relative_energy_kcal_mol": 146.3,
  "elements": ["C", "C", "H", "H", "H", "H", "H", "N", "N", "N", "O"],
  "xyz": [[-1.1565, 0.1004, -0.0532], [0.8753, -1.0331, 0.0730], [1.1380, 1.8836, 1.0867], [2.0914, 0.6913, -0.4583], [-1.4729, 1.2274, -0.2812], [-2.9127, -0.3864, -0.3203], [0.0451, -1.9966, -0.2454], [0.9098, 1.3390, -0.1155], [0.3109, 0.1320, 0.1739], [-1.8807, -0.8428, 0.1372], [2.0522, -1.1151, 0.0031]],
  "atomic_forces_ev_per_a": [[3.596, 7.087, -0.213], [-2.434, -4.155, -1.927], [-0.339, -2.089, -4.604], [-3.535, 2.574, 1.543], [0.708, -2.369, 0.045], [3.412, -2.242, 2.129], [2.428, 2.731, 1.502], [5.300, -0.167, 3.260], [-6.170, 0.924, 0.117], [-6.499, -1.417, -1.748], [3.533, -0.877, -0.102]]
}